Entry 1:
{
  "formula": "C3H7NO",
  "method": "ωB97M-V/def2-TZVPD",
  "e_tot_ha": -248.43561,
  "smiles": "C#N.CCO",
  "e_homo_ha": -0.3623,
  "homo_lumo_gap_ev": 10.864,
  "e_above_lowest_ev": 2.473,
  "charge": 0,
  "e_lumo_ev": 1.01,
  "species": ["C", "N", "H", "C", "C", "O", "H", "H", "H", "H", "H", "H"],
  "xyz": [[-3.2603, -0.5041, 0.1986], [-2.8389, 0.0870, -0.7016], [-3.7688, -0.9980, 1.0176], [1.8345, -0.3665, -0.4074], [0.8058, 0.2400, 0.5385], [-0.0634, 1.2215, -0.0855], [1.2889, -0.6770, -1.2532], [2.3449, 0.5117, -0.7754], [2.4253, -1.1127, 0.1416], [1.2559, 1.0617, 1.1884], [0.1531, -0.4156, 1.1461], [-0.1771, 0.9520, -1.0076]],
  "lowdin_charge": [-0.08, 0.06, 0.06, -0.08, -0.32, -0.14, 0.05, 0.07, 0.09, 0.13, 0.10, 0.06]
}

***

Entry 2:
{
  "formula": "C34H25BCl68F5O4Si",
  "method": "ωB97M-V/def2-TZVPD",
  "e_tot_ha": -33718.21407,
  "e_homo_ha": -0.1951,
  "homo_lumo_gap_ev": 6.121,
  "charge": -1,
  "e_lumo_ev": 0.81,
  "species": ["C", "Si", "C", "C", "C", "C", "F", "F", "C", "O", "B", "C", "O", "C", "F", "F", "F", "O", "C", "C", "C", "O", "C", "C", "C", "C", "C", "C", "H", "H", "H", "H", "H", "H", "H", "H", "H", "H", "H", "H", "H", "H", "H", "H", "H", "H", "H", "H", "H", "H", "H", "H", "H", "C", "Cl", "Cl", "Cl", "Cl", "C", "Cl", "Cl", "Cl", "Cl", "C", "Cl", "Cl", "Cl", "Cl", "C", "Cl", "Cl", "Cl", "Cl", "C", "Cl", "Cl", "Cl", "Cl", "C", "Cl", "Cl", "Cl", "Cl", "C", "Cl", "Cl", "Cl", "Cl", "C", "Cl", "Cl", "Cl", "Cl", "C", "Cl", "Cl", "Cl", "Cl", "C", "Cl", "Cl", "Cl", "Cl", "C", "Cl", "Cl", "Cl", "Cl", "C", "Cl", "Cl", "Cl", "Cl", "C", "Cl", "Cl", "Cl", "Cl", "C", "Cl", "Cl", "Cl", "Cl", "C", "Cl", "Cl", "Cl", "Cl", "C", "Cl", "Cl", "Cl", "Cl", "C", "Cl", "Cl", "Cl", "Cl"],
  "xyz": [[1.9371, 0.0445, -1.6843], [0.6398, 0.5381, -0.4152], [1.3956, 1.7394, 0.8357], [-0.8254, 1.4340, -1.1859], [-1.2537, 0.8953, -2.5671], [-2.7119, 1.2397, -2.8741], [-2.9390, 1.2727, -4.2228], [-2.8994, 2.5374, -2.4572], [-3.6980, 0.3404, -2.1175], [-4.8872, 1.0701, -1.9904], [-5.9887, 0.0660, -1.9015], [-6.0859, -0.3784, -0.3126], [-7.4001, -0.9537, 0.0376], [-7.8784, -0.5532, 1.1886], [-7.0420, -0.7269, 2.2405], [-8.2108, 0.7646, 1.1931], [-9.0107, -1.2314, 1.4766], [-5.5465, -0.9899, -2.8261], [-4.1488, -1.0152, -2.7934], [-3.4850, -1.4935, -4.0933], [-2.9745, -2.9238, -3.9814], [-1.9059, -3.0295, -3.0232], [-0.0552, -0.9320, 0.5479], [0.2319, -1.1506, 1.8934], [-0.3280, -2.2171, 2.5933], [-1.1924, -3.0768, 1.9321], [-1.4727, -2.8984, 0.5836], [-0.9037, -1.8337, -0.1056], [1.4602, -0.3740, -2.5713], [2.4925, 0.9405, -1.9668], [2.6265, -0.6847, -1.2597], [2.0462, 2.4362, 0.3019], [0.5917, 2.3412, 1.2639], [1.9455, 1.2363, 1.6286], [-1.6633, 1.3982, -0.4885], [-0.5599, 2.4858, -1.3116], [-1.1511, -0.1899, -2.6469], [-0.6310, 1.3603, -3.3348], [-3.2966, 0.0870, -1.1265], [-7.0512, 0.6185, -2.1648], [-5.3276, -1.1037, 0.0039], [-5.9477, 0.5218, 0.2860], [-3.9106, -1.8125, -2.0666], [-4.2649, -1.5022, -4.8636], [-2.6432, -0.8852, -4.4143], [-2.5489, -3.1783, -4.9518], [-3.7748, -3.6254, -3.7636], [-1.0859, -2.9345, -3.5142], [0.9002, -0.4859, 2.4294], [-0.1040, -2.3516, 3.6497], [-1.6537, -3.9034, 2.4596], [-2.1357, -3.5783, 0.0643], [-1.1496, -1.7291, -1.1533], [-3.1325, -5.6841, -7.7803], [-2.3082, -5.2676, -9.2908], [-2.0268, -6.5929, -6.7401], [-3.6401, -4.2157, -6.9595], [-4.5494, -6.6781, -8.1401], [-7.5102, -3.0982, -5.6174], [-6.6872, -2.6801, -7.1309], [-6.4121, -4.0121, -4.5858], [-8.0009, -1.6370, -4.7982], [-8.9278, -4.1111, -5.9822], [6.3014, 2.3681, 0.4497], [5.4943, 0.9270, 1.0654], [8.0523, 2.2073, 0.6775], [5.9594, 2.5516, -1.2738], [5.7411, 3.7952, 1.3182], [-10.4418, 3.6866, 2.1906], [-11.1017, 4.6725, 3.5074], [-11.1291, 4.2257, 0.6532], [-8.6891, 3.8600, 2.1441], [-10.8720, 1.9963, 2.4636], [7.0708, 7.4823, -0.4098], [7.7105, 5.8468, -0.2599], [5.8265, 7.5157, -1.6605], [6.3680, 7.9785, 1.1338], [8.3733, 8.5992, -0.8468], [10.6453, -0.0114, 3.8894], [9.6905, -0.1001, 5.3728], [9.7352, 0.8838, 2.6676], [12.1729, 0.8165, 4.1998], [10.9708, -1.6524, 3.3125], [13.0882, 5.3588, 5.1890], [11.6723, 4.3217, 5.0303], [12.6501, 6.8213, 6.0788], [14.3550, 4.4935, 6.0750], [13.6795, 5.7983, 3.5850], [2.4808, -2.5379, 6.4030], [2.1051, -1.4423, 7.7392], [1.6197, -2.0195, 4.9503], [4.2200, -2.5286, 6.1030], [1.9725, -4.1792, 6.8254], [-4.3881, -0.1226, -9.0154], [-5.9171, 0.6651, -8.6297], [-3.4777, 0.8783, -10.1573], [-3.4528, -0.3404, -7.5387], [-4.7086, -1.7011, -9.7543], [-5.8523, 4.6042, -0.8687], [-6.5332, 3.0894, -0.3149], [-4.1435, 4.6943, -0.4187], [-5.9994, 4.7151, -2.6256], [-6.7162, 5.9711, -0.1263], [-11.1220, 3.3328, 7.5799], [-11.2695, 2.6613, 5.9631], [-11.1981, 5.1000, 7.4907], [-12.4447, 2.7449, 8.6000], [-9.5775, 2.8508, 8.2899], [13.4160, 7.2663, -0.2279], [14.1542, 8.4696, 0.8345], [11.6763, 7.5438, -0.3206], [14.1247, 7.3861, -1.8404], [13.7098, 5.6497, 0.4263], [7.4768, -4.9649, 6.1901], [8.6537, -5.8007, 5.1704], [7.5707, -3.2257, 5.8806], [5.8553, -5.5490, 5.8198], [7.8442, -5.2764, 7.8906], [12.8735, 0.5497, 8.2442], [13.4244, 0.1884, 9.8856], [13.2250, -0.8306, 7.2016], [11.1374, 0.8649, 8.2526], [13.6968, 1.9942, 7.6380], [-6.3488, -6.9932, -1.7844], [-7.1023, -6.6238, -0.2301], [-7.4949, -6.6869, -3.0853], [-4.9229, -5.9699, -2.0016], [-5.8591, -8.6954, -1.8112], [-11.8031, -6.6792, -2.7799], [-13.3245, -5.8959, -2.3355], [-10.9643, -5.6968, -3.9820], [-10.7908, -6.8541, -1.3470], [-12.1445, -8.2786, -3.4591], [12.1467, 1.2348, -0.9126], [12.7869, 2.6325, -0.0364], [10.5149, 1.6183, -1.4722], [13.1817, 0.8862, -2.3025], [12.1062, -0.1695, 0.1517]],
  "lowdin_charge": [-0.16, 0.60, -0.17, -0.22, -0.14, -0.47, 0.07, 0.04, -0.18, -0.06, -0.71, -0.06, 0.04, -0.74, 0.13, 0.07, 0.13, -0.04, -0.26, -0.12, -0.28, -0.08, -0.23, -0.11, -0.14, -0.09, -0.07, -0.08, 0.02, 0.02, 0.03, 0.02, 0.04, 0.01, 0.09, 0.08, 0.09, 0.12, 0.15, 0.11, 0.11, 0.07, 0.14, 0.10, 0.10, 0.05, 0.06, 0.08, 0.07, -0.01, 0.10, 0.10, 0.07, -2.04, 0.52, 0.53, 0.54, 0.53, -2.01, 0.48, 0.52, 0.62, 0.49, -2.03, 0.55, 0.45, 0.53, 0.51, -2.03, 0.48, 0.53, 0.53, 0.54, -2.05, 0.50, 0.54, 0.53, 0.50, -2.02, 0.50, 0.48, 0.50, 0.52, -2.03, 0.52, 0.53, 0.49, 0.50, -2.03, 0.53, 0.61, 0.49, 0.53, -2.05, 0.53, 0.52, 0.55, 0.49, -2.02, 0.61, 0.53, 0.54, 0.48, -2.05, 0.50, 0.51, 0.51, 0.52, -2.04, 0.53, 0.51, 0.53, 0.46, -2.05, 0.52, 0.49, 0.52, 0.52, -2.04, 0.53, 0.52, 0.51, 0.48, -2.04, 0.53, 0.49, 0.53, 0.51, -2.05, 0.52, 0.49, 0.52, 0.51, -2.04, 0.49, 0.51, 0.53, 0.52]
}

***

Entry 3:
{
  "formula": "C16H31F3P2Pb",
  "method": "ωB97M-V/def2-TZVPD",
  "e_tot_ha": -1802.49857,
  "e_homo_ha": [-0.5037, -0.5035],
  "homo_lumo_gap_ev": [6.626, 3.662],
  "e_above_lowest_ev": 0.000,
  "charge": 2,
  "e_lumo_ev": [-7.08, -10.04],
  "species": ["P", "P", "C", "C", "H", "H", "H", "H", "C", "H", "H", "H", "C", "H", "H", "H", "C", "H", "H", "H", "C", "H", "H", "H", "Pb", "C", "C", "C", "C", "C", "C", "C", "C", "C", "H", "H", "H", "H", "H", "H", "H", "H", "H", "H", "H", "H", "H", "H", "H", "F", "C", "F", "F"],
  "xyz": [[1.7524, -1.9811, 1.3768], [1.3102, 2.1549, 2.2175], [1.8744, -0.3369, 0.4112], [2.3342, 0.9206, 1.2275], [0.9870, -0.1370, -0.2275], [2.7281, -0.5583, -0.2658], [3.0632, 0.6114, 1.9938], [2.9005, 1.5697, 0.5579], [-0.1253, 2.7637, 1.2639], [-0.8364, 3.2087, 1.9682], [-0.6660, 1.9613, 0.7536], [0.1618, 3.5460, 0.5542], [2.4126, 3.6348, 1.9732], [2.1736, 4.1733, 1.0420], [3.4686, 3.3171, 1.9512], [2.2753, 4.3147, 2.8295], [0.4615, -3.1306, 0.6382], [0.6388, -4.1436, 1.0352], [0.5647, -3.1542, -0.4543], [-0.5761, -2.8811, 0.8681], [3.0678, -2.9831, 0.5634], [3.9747, -2.3786, 0.4204], [2.7506, -3.4155, -0.3910], [3.2963, -3.7978, 1.2620], [-1.9504, -0.7759, -0.1881], [-0.7281, 0.9916, -1.6753], [-2.1354, 1.0682, -1.6449], [-3.0761, 0.3089, -2.5690], [-2.4996, -1.0349, -3.0992], [-1.5948, -1.8690, -2.1998], [-0.2006, -1.8885, -2.2641], [0.6862, -0.8514, -2.8146], [0.1064, 0.5829, -2.8396], [-1.3900, -1.0692, 2.1156], [-0.2012, 1.5840, -0.9295], [-2.6041, 1.9251, -1.1460], [-3.3609, 0.9316, -3.4319], [-4.0164, 0.1295, -2.0026], [-3.3751, -1.6555, -3.3465], [-1.9726, -0.8698, -4.0481], [-2.0398, -2.8502, -1.8326], [0.3223, -2.8672, -2.1973], [0.9796, -1.1356, -3.8436], [1.6324, -0.8290, -2.2413], [0.9866, 1.2560, -2.8260], [-0.3867, 0.7821, -3.8038], [-0.4162, -0.7738, 2.4840], [-1.6428, -2.1246, 2.2909], [-2.1889, -0.3692, 2.4901], [-2.1653, 3.1135, 3.8358], [-2.1466, 1.8006, 4.2181], [-1.2352, 1.6896, 5.2130], [-3.3792, 1.5217, 4.7272]],
  "lowdin_charge": [0.91, 1.15, -0.40, -0.36, 0.01, 0.08, 0.08, 0.09, -0.23, 0.04, 0.00, 0.07, -0.21, 0.07, 0.07, 0.07, -0.31, 0.07, 0.00, -0.04, -0.30, 0.05, 0.04, 0.05, 1.49, -0.21, -0.28, -0.23, -0.18, -0.34, -0.11, -0.17, -0.16, -0.26, 0.05, 0.13, 0.14, 0.11, 0.14, 0.13, 0.13, 0.13, 0.15, 0.11, 0.14, 0.13, -0.05, 0.01, -0.02, 0.07, -0.29, 0.11, 0.12]
}

***

Entry 4:
{
  "formula": "C25H20N7O8S2Ti",
  "method": "ωB97M-V/def2-TZVPD",
  "e_tot_ha": -3595.74462,
  "e_homo_ha": [-0.1084, -0.1222],
  "homo_lumo_gap_ev": [4.750, 5.158],
  "e_above_lowest_ev": 0.479,
  "charge": -1,
  "e_lumo_ev": [1.80, 1.83],
  "species": ["Ti", "C", "S", "C", "S", "N", "N", "C", "C", "C", "C", "C", "C", "N", "H", "H", "H", "H", "H", "H", "H", "H", "O", "C", "C", "C", "C", "C", "C", "C", "O", "N", "O", "O", "H", "H", "H", "H", "O", "C", "C", "C", "C", "C", "C", "C", "O", "N", "O", "O", "H", "H", "H", "H", "N", "C", "C", "C", "N", "H", "H", "H", "H"],
  "xyz": [[-0.2179, -0.0620, -1.0158], [-0.9652, 4.7377, 0.8428], [0.3693, 4.3220, 1.9850], [0.3355, 2.5566, 1.9507], [1.6163, 1.7884, 2.8085], [-0.6157, 2.0449, 1.2335], [-0.5959, 0.6680, 1.0746], [-0.7829, -0.0359, 2.1168], [-0.7849, -1.5069, 2.0735], [-0.9842, -2.2377, 3.2396], [-0.9714, -3.6204, 3.1650], [-0.7725, -4.2208, 1.9332], [-0.5878, -3.4050, 0.8229], [-0.5830, -2.0841, 0.8914], [-0.9427, 5.8214, 0.7295], [-0.8011, 4.2518, -0.1167], [-1.9284, 4.4244, 1.2372], [-0.9441, 0.4547, 3.0726], [-1.1366, -1.7228, 4.1789], [-1.1173, -4.2192, 4.0548], [-0.7580, -5.2968, 1.8265], [-0.4369, -3.8326, -0.1630], [-1.1804, 1.3379, -1.9574], [-2.3054, 1.3418, -2.6059], [-3.1609, 0.2275, -2.7355], [-4.3210, 0.3022, -3.5285], [-5.1372, -0.7972, -3.6828], [-4.8514, -2.0209, -3.0658], [-3.7243, -2.1121, -2.2767], [-2.8660, -1.0172, -2.0824], [-1.8235, -1.1368, -1.3009], [-6.3280, -0.6855, -4.5171], [-6.5665, 0.3849, -5.0522], [-7.0362, -1.6715, -4.6482], [-2.5819, 2.2687, -3.1061], [-4.5744, 1.2273, -4.0275], [-5.5142, -2.8598, -3.2135], [-3.4721, -3.0370, -1.7723], [0.5081, -0.9844, -2.8088], [1.2747, -1.9306, -2.9334], [2.0825, -2.5174, -1.8996], [2.8095, -3.6684, -2.2068], [3.6000, -4.2607, -1.2560], [3.7124, -3.7105, 0.0341], [3.0266, -2.5758, 0.3520], [2.1734, -1.9329, -0.5963], [1.5396, -0.8782, -0.2711], [4.3368, -5.4686, -1.5891], [4.2274, -5.9208, -2.7153], [5.0351, -5.9665, -0.7228], [1.3624, -2.3913, -3.9303], [2.7491, -4.1036, -3.1965], [4.3484, -4.2012, 0.7566], [3.0956, -2.1286, 1.3347], [2.2651, 1.9457, -0.3749], [3.0181, 2.9641, -0.8062], [2.5829, 3.2830, -2.0763], [1.5314, 2.3891, -2.3203], [1.3455, 1.5908, -1.2790], [2.2370, 1.5588, 0.5749], [3.7754, 3.3949, -0.1744], [2.9619, 4.0513, -2.7263], [0.8905, 2.2938, -3.1804]],
  "lowdin_charge": [1.01, -0.42, 0.78, -1.22, 0.43, -0.07, -0.07, -0.11, -0.23, -0.01, -0.07, -0.06, -0.11, 0.10, 0.02, 0.02, 0.03, 0.11, 0.11, 0.10, 0.10, 0.12, -0.20, -0.15, -0.14, 0.05, -0.17, -0.02, 0.00, -0.31, -0.17, -0.37, 0.04, 0.04, 0.12, 0.12, 0.11, 0.11, -0.04, -0.16, -0.11, 0.04, -0.17, 0.00, 0.02, -0.33, -0.14, -0.37, 0.05, 0.05, 0.14, 0.13, 0.12, 0.12, 0.01, -0.10, -0.07, -0.14, -0.04, 0.04, 0.12, 0.08, 0.11]
}

***

Entry 5:
{
  "formula": "ClH3NO2P",
  "method": "ωB97M-V/def2-TZVPD",
  "e_tot_ha": -1008.63083,
  "smiles": "N=P(O)(O)Cl",
  "e_homo_ha": -0.3840,
  "homo_lumo_gap_ev": 10.171,
  "e_above_lowest_ev": 0.604,
  "charge": 0,
  "e_lumo_ev": -0.28,
  "species": ["N", "P", "O", "O", "Cl", "H", "H", "H"],
  "xyz": [[-0.4595, -1.2665, -0.5551], [0.1970, -0.0088, -0.0974], [-0.0068, 1.3575, -0.8499], [-0.1826, 0.2728, 1.4293], [2.6842, -0.0520, 0.0758], [-0.1114, -1.6910, -1.4325], [0.0012, 2.1670, -0.3686], [0.0601, -0.4541, 2.0142]],
  "lowdin_charge": [-0.15, 0.33, -0.14, -0.18, -0.07, 0.03, 0.08, 0.09]
}

***

Entry 6:
{
  "formula": "C6H18CuO6",
  "method": "ωB97M-V/def2-TZVPD",
  "e_tot_ha": -2331.03997,
  "e_homo_ha": -0.4573,
  "homo_lumo_gap_ev": 9.788,
  "e_above_lowest_ev": 1.086,
  "charge": 1,
  "e_lumo_ev": -2.65,
  "species": ["Cu", "C", "C", "O", "O", "H", "H", "H", "H", "H", "H", "C", "C", "O", "O", "H", "H", "H", "H", "H", "H", "C", "C", "O", "O", "H", "H", "H", "H", "H", "H"],
  "xyz": [[0.1959, -0.5096, -0.1521], [-3.1876, -0.8250, 0.3380], [-2.8206, -1.8354, -0.7633], [-1.4613, -1.7875, -1.1289], [-2.8414, -1.3137, 1.5931], [-4.2274, -0.5099, 0.2512], [-2.6176, 0.0862, 0.1568], [-3.4113, -1.5561, -1.6358], [-3.2760, -2.8095, -0.5852], [-1.1681, -2.6071, -1.5338], [-2.8385, -0.6177, 2.2543], [1.1841, 0.7950, 2.6302], [0.5101, 1.8083, 1.6323], [-0.7238, 1.3050, 1.2030], [1.4567, -0.4282, 1.9005], [0.4667, 0.6549, 3.4388], [2.1605, 1.1415, 2.9690], [1.1999, 1.9286, 0.7970], [0.4044, 2.7447, 2.1801], [-1.3302, 1.3829, 1.9431], [1.9795, -0.9854, 2.4818], [2.5266, -0.2012, -2.2764], [1.9268, 1.1853, -1.9298], [0.5123, 1.2235, -1.7495], [2.1414, -1.1778, -1.3605], [3.6036, -0.3031, -2.4102], [2.1437, -0.3777, -3.2816], [2.1867, 1.8693, -2.7378], [2.3921, 1.5474, -1.0130], [0.3044, 2.1473, -1.5913], [2.6085, -1.9754, -1.6199]],
  "lowdin_charge": [0.46, -0.25, -0.20, -0.05, -0.04, 0.13, 0.10, 0.12, 0.13, 0.11, 0.09, -0.16, -0.21, -0.06, -0.08, 0.12, 0.13, 0.10, 0.13, 0.11, 0.11, -0.21, -0.20, -0.06, -0.05, 0.14, 0.12, 0.13, 0.11, 0.11, 0.12]
}

***

What is the formula in the first record?
C3H7NO